156
Properties=species:S:1:pos:R:3 method="wB97M-V/def2-TZVPD" charge=+1 spin_multiplicity=4 e_above_lowest_kj_mol=0.00 e_lumo_ev="-2.2 / -2.9" fmax_ev_per_a=4.09 homo_energy_ev="-8.259 / -10.586" total_energy_ev=-104600.665
H -13.774 14.468 21.361
H -15.963 11.535 14.264
C -10.235 11.211 24.411
H -12.441 6.027 20.751
H -17.002 10.990 21.829
H -16.714 9.146 14.447
H -15.051 6.363 22.309
H -13.907 8.651 17.824
H -6.897 10.596 20.680
H -13.561 14.146 15.423
O -9.058 14.193 19.302
H -11.917 5.940 16.906
C -8.051 9.300 27.464
H -15.107 1.855 19.069
H -10.808 3.707 18.397
H -13.539 6.988 28.825
H -15.834 2.860 21.904
H -14.741 3.441 18.536
H -13.235 13.370 20.260
H -10.447 8.989 26.145
H -17.081 12.695 21.492
C -14.479 10.059 25.536
H -9.591 11.707 23.684
H -18.459 10.746 17.681
C -14.612 5.367 22.250
N -14.383 7.688 24.506
H -14.979 13.747 20.446
H -11.199 10.549 26.639
H -14.604 17.125 18.945
H -11.558 9.494 17.000
H -11.372 7.332 17.679
C -9.470 6.409 16.149
H -12.677 7.169 19.696
C -17.860 9.978 18.170
C -18.414 9.605 12.669
O -12.785 9.422 19.172
C -13.977 15.270 19.226
H -13.871 10.513 24.753
H -15.695 8.718 13.135
H -12.791 12.716 16.112
O -9.870 6.031 17.472
H -8.162 13.964 21.053
H -19.297 10.186 19.755
C -9.403 9.871 27.724
H -17.448 2.764 19.933
N -12.636 6.162 19.770
N -16.478 10.112 17.864
C -11.248 10.381 17.554
H -19.339 8.462 17.730
C -13.122 13.731 16.331
C -7.924 10.797 20.377
H -11.085 11.316 17.018
H -17.808 7.735 18.318
H -16.117 9.517 18.596
H -17.796 9.530 20.341
O -14.658 8.464 19.587
C -7.940 12.302 20.027
H -16.084 7.999 26.771
H -10.915 10.465 23.999
C -14.610 14.674 17.965
C -16.560 3.384 19.815
C -15.000 7.902 26.843
H -14.174 7.491 16.784
C -11.461 5.640 19.079
H -9.523 8.804 29.478
H -14.356 9.041 16.398
H -16.822 4.180 21.940
H -7.127 12.343 19.302
C -16.204 9.571 13.582
H -10.396 15.714 19.265
H -18.928 9.886 13.588
O -13.959 13.536 17.418
C -15.294 10.708 14.027
C -13.277 9.384 21.631
O -17.101 10.138 12.687
C -14.150 8.539 25.688
H -16.280 10.989 18.324
H -7.933 12.758 22.073
H -13.143 8.335 26.052
H -9.505 7.492 16.030
H -19.006 10.103 11.901
H -9.369 10.877 28.142
H -16.016 2.350 17.856
O -14.969 4.555 21.151
H -14.964 6.812 26.848
H -10.330 9.933 17.935
H -14.351 11.059 12.122
H -12.718 8.436 28.365
H -17.866 8.543 16.762
N -16.968 4.591 19.227
H -10.913 9.556 28.999
C -18.255 8.571 17.779
H -17.176 4.473 18.245
H -14.321 10.436 20.133
C -14.030 11.111 13.163
C -18.219 10.207 19.599
O -13.860 8.391 16.901
H -10.143 5.999 15.396
H -14.208 10.489 26.500
N -10.126 9.001 28.693
C -13.623 8.075 28.853
H -14.715 15.453 17.211
H -13.721 8.381 29.895
H -15.339 7.361 24.478
H -11.082 14.220 18.694
C -11.487 4.180 19.107
H -9.911 15.127 17.734
H -18.385 8.516 12.711
H -8.678 10.520 21.114
H -15.611 14.319 18.214
H -10.021 12.535 20.014
H -12.249 14.288 16.670
O -17.732 11.546 19.905
H -14.276 11.345 15.536
H -11.871 11.371 19.375
Ti -15.000 5.726 19.149
H -11.224 3.790 20.091
C -15.583 2.785 18.757
H -10.555 5.911 19.622
H -18.545 11.852 21.662
H -10.854 12.021 24.796
C -10.265 10.008 26.486
H -14.183 8.218 23.671
C -13.822 9.468 20.172
F -12.525 10.405 21.898
O -9.514 10.762 25.520
H -14.742 4.822 23.185
C -10.154 14.789 18.742
H -8.075 8.210 27.458
H -15.523 10.307 25.344
F -12.663 8.219 21.934
H -12.984 15.608 18.932
H -7.646 9.642 26.512
H -7.423 9.550 28.319
C -13.978 14.164 20.334
F -14.377 9.576 22.397
C -16.081 3.722 21.284
H -17.783 4.894 19.742
H -15.504 10.505 16.013
N -14.782 16.439 19.665
H -13.531 5.491 22.179
C -9.165 12.763 19.379
C -12.291 10.664 18.659
H -12.986 11.382 18.224
H -13.557 12.082 13.306
H -13.325 10.287 13.269
N -14.725 10.455 15.373
H -8.481 5.976 16.002
C -17.543 11.738 21.248
H -15.723 16.078 19.602
N -7.622 13.120 21.183
O -14.779 8.449 28.128
H -9.357 12.394 18.372
H -12.503 3.903 18.827
C -11.236 6.250 17.698
H -8.220 10.285 19.461